[1]
Entry from the Open Molecules 2025 dataset: C36H51FMoN13O3PS4 as an isolated structure (ωB97M-V/def2-TZVPD).

Geometry as ORCA input:
```
! RIJCOSX wB97M-V def2-TZVPD def2/J DEFGRID3
* xyz 4 3
Mo 0.168 0.010 0.948
N 0.728 0.670 -1.173
N 2.054 0.996 -1.509
C 3.031 0.830 -0.620
N 4.276 1.121 -0.960
S 2.697 0.241 0.947
H 0.382 -0.047 -1.859
H 0.165 1.508 -1.342
H 2.227 1.338 -2.445
H 4.527 1.464 -1.876
H 5.022 1.015 -0.288
C -2.867 0.736 3.114
C -1.939 -0.389 3.424
N -0.854 -0.753 2.754
C -0.350 -1.952 3.242
C -0.992 -2.434 4.334
S -2.300 -1.420 4.728
C 0.673 -2.618 2.453
C 1.314 -3.783 2.721
S 2.283 -4.225 1.391
C 1.811 -2.829 0.544
N 0.978 -2.062 1.222
C 2.336 -2.565 -0.823
H -2.607 1.202 2.169
H -2.858 1.489 3.900
H -3.885 0.351 3.054
H -0.789 -3.337 4.885
H 1.249 -4.396 3.604
H 2.293 -3.476 -1.420
H 3.377 -2.242 -0.775
H 1.731 -1.824 -1.340
F -4.045 -5.215 -0.597
C -4.288 -3.907 -0.783
C -3.305 -3.010 -0.515
C -3.517 -1.641 -0.765
C -2.515 -0.658 -0.462
O -1.372 -1.021 0.014
C -2.826 0.684 -0.742
C -4.031 1.004 -1.332
N -4.960 0.099 -1.621
C -6.243 0.535 -2.168
C -6.568 0.222 -3.600
C -6.267 1.632 -3.186
C -4.743 -1.245 -1.331
C -5.752 -2.188 -1.576
C -5.558 -3.532 -1.299
N -6.534 -4.484 -1.535
C -7.579 -4.294 -2.519
C -7.768 -5.573 -3.326
N -8.058 -6.722 -2.397
C -6.982 -6.881 -1.352
C -6.838 -5.564 -0.610
C -1.846 1.762 -0.466
O -1.729 2.739 -1.170
O -1.073 1.568 0.593
H -2.350 -3.352 -0.140
H -4.266 2.031 -1.576
H -7.035 0.496 -1.431
H -7.590 -0.045 -3.832
H -5.809 -0.283 -4.181
H -7.075 2.344 -3.116
H -5.329 2.045 -3.528
H -6.703 -1.851 -1.956
H -7.317 -3.502 -3.217
H -8.529 -4.013 -2.043
H -6.859 -5.839 -3.862
H -8.598 -5.495 -4.026
H -8.162 -7.587 -2.932
H -8.959 -6.568 -1.933
H -6.069 -7.145 -1.884
H -7.277 -7.696 -0.694
H -6.076 -5.665 0.154
H -7.781 -5.339 -0.092
C 1.112 -3.600 -5.243
N 0.887 -2.215 -5.592
C 1.346 -1.680 -6.877
C 0.772 -0.255 -6.882
N 0.366 -0.093 -5.481
C 0.340 -1.277 -4.835
S -0.322 -1.496 -3.276
H 2.177 -3.828 -5.295
H 0.583 -4.249 -5.942
H 0.741 -3.775 -4.237
H 0.967 -2.291 -7.695
H 2.438 -1.693 -6.915
H -0.089 -0.166 -7.546
H 1.511 0.490 -7.165
H -0.258 0.636 -5.182
C 2.723 4.289 3.204
N 2.346 3.318 4.229
C 1.147 3.789 4.916
N 0.038 4.036 3.997
C 0.454 4.992 2.974
N 1.647 4.557 2.247
C 1.384 3.420 1.386
P 0.851 1.979 2.418
C 2.199 1.976 3.697
C -0.469 2.806 3.421
H 3.609 3.937 2.672
H 2.972 5.226 3.702
H 1.387 4.724 5.423
H 0.844 3.059 5.669
H 0.681 5.939 3.464
H -0.363 5.156 2.269
H 2.298 3.155 0.848
H 0.594 3.650 0.666
H 3.139 1.659 3.244
H 1.950 1.272 4.494
H -0.778 2.130 4.221
H -1.322 3.020 2.775
*
```

* lowest unoccupied orbital energy (spin up / spin down): -9.5403 / -10.1302 eV
* gap between HOMO and LUMO (spin up / spin down): 0.246 / 0.225 Eh
* expectation value of S²: 2.0264
* energy relative to the best compared isomer or geometry (same formula, charge and spin): 0.0 kcal/mol

Results of the Löwdin charge analysis, in e, for atoms 1 through 99:
1 Mo 1.440
2 N -0.047
3 N 0.000
4 C -0.742
5 N 0.169
6 S 0.788
7 H -0.047
8 H 0.098
9 H 0.180
10 H 0.144
11 H 0.131
12 C -0.062
13 C -0.592
14 N -0.064
15 C -0.315
16 C -0.284
17 S 1.196
18 C -0.323
19 C -0.281
20 S 1.198
21 C -0.630
22 N -0.114
23 C -0.084
24 H 0.054
25 H 0.092
26 H 0.099
27 H 0.102
28 H 0.101
29 H 0.095
30 H 0.090
31 H 0.014
32 F 0.093
33 C -0.177
34 C 0.097
35 C -0.054
36 C -0.269
37 O -0.194
38 C -0.033
39 C 0.083
40 N 0.043
41 C -0.244
42 C -0.073
43 C -0.060
44 C -0.087
45 C 0.084
46 C -0.117
47 N -0.080
48 C -0.124
49 C -0.067
50 N 0.070
51 C -0.067
52 C -0.114
53 C -0.563
54 O 0.134
55 O -0.320
56 H 0.142
57 H 0.163
58 H 0.165
59 H 0.117
60 H 0.120
61 H 0.125
62 H 0.115
63 H 0.114
64 H 0.135
65 H 0.147
66 H 0.147
67 H 0.148
68 H 0.195
69 H 0.191
70 H 0.146
71 H 0.149
72 H 0.135
73 H 0.147
74 C -0.029
75 N -0.150
76 C -0.080
77 C -0.103
78 N 0.018
79 C -0.780
80 S 0.662
81 H 0.103
82 H 0.105
83 H 0.048
84 H 0.136
85 H 0.135
86 H 0.129
87 H 0.124
88 H 0.130
89 C -0.151
90 N -0.134
91 C -0.154
92 N -0.129
93 C -0.149
94 N -0.131
95 C -0.286
96 P 0.930
97 C -0.302
98 C -0.289
99 H 0.137

=====

[2]
Entry from the Open Molecules 2025 dataset: the molecule C16H24O5 (ωB97M-V/def2-TZVPD).

Geometry as ORCA input:
```
! RIJCOSX wB97M-V def2-TZVPD def2/J DEFGRID3
* xyz 0 1
C -5.497 -0.722 -0.058
H -6.286 -1.127 0.572
H -5.640 0.355 -0.186
H -5.522 -1.203 -1.042
O -4.281 -1.003 0.602
C -3.151 -0.497 -0.058
O -3.106 0.908 -0.021
C -3.121 1.479 1.273
H -3.421 2.517 1.141
H -3.840 0.967 1.917
H -2.130 1.444 1.737
C -1.918 -1.178 0.546
H -1.734 -0.792 1.547
H -2.140 -2.242 0.612
C -0.695 -0.977 -0.350
O -0.924 -1.696 -1.536
H -0.109 -1.650 -2.062
H -0.586 0.097 -0.577
C 0.579 -1.461 0.367
C 1.814 -1.383 -0.488
O 1.803 -1.427 -1.697
C 3.137 -1.343 0.280
C 3.424 -2.750 0.813
H 4.421 -2.777 1.243
H 2.706 -2.999 1.590
H 3.360 -3.476 0.008
O 3.122 -0.458 1.379
C 3.382 0.897 1.056
C 2.253 1.566 0.311
C 1.200 2.142 1.013
C 0.153 2.744 0.339
C 0.133 2.755 -1.046
C 1.175 2.180 -1.752
C 2.235 1.598 -1.077
H 3.052 1.168 -1.638
H 1.168 2.187 -2.832
H -0.694 3.209 -1.569
H -0.649 3.209 0.892
H 1.212 2.124 2.094
H 4.310 0.965 0.469
H 3.537 1.382 2.023
H 3.929 -1.056 -0.430
H 0.446 -2.517 0.624
H 0.746 -0.904 1.289
H -3.194 -0.730 -1.133
*
```

* lowest unoccupied orbital energy: 0.8051 eV
* gap between HOMO and LUMO: 0.374 Eh
* energy relative to the best compared isomer or geometry (same formula, charge and spin): 0.0 kcal/mol

Want to see where the charge sits? The Löwdin charges in e are:
1 C -0.083
2 H 0.090
3 H 0.090
4 H 0.093
5 O -0.136
6 C -0.407
7 O -0.125
8 C -0.092
9 H 0.092
10 H 0.095
11 H 0.073
12 C -0.050
13 H 0.122
14 H 0.137
15 C -0.365
16 O -0.014
17 H 0.078
18 H 0.138
19 C -0.044
20 C -0.342
21 O 0.098
22 C -0.334
23 C -0.006
24 H 0.086
25 H 0.085
26 H 0.093
27 O -0.104
28 C -0.147
29 C -0.208
30 C -0.036
31 C -0.088
32 C -0.082
33 C -0.068
34 C -0.046
35 H 0.118
36 H 0.109
37 H 0.108
38 H 0.098
39 H 0.118
40 H 0.131
41 H 0.131
42 H 0.154
43 H 0.146
44 H 0.128
45 H 0.162

=====

[3]
Entry from the Open Molecules 2025 dataset: a 2-piece molecular cluster, C13H33BrCl2N3O7P4S overall in a non-equilibrium geometry (ωB97M-V/def2-TZVPD).

Geometry as ORCA input:
```
! RIJCOSX wB97M-V def2-TZVPD def2/J DEFGRID3
* xyz -1 1
C 1.995 3.405 2.564
C 1.328 4.191 3.786
C -0.275 4.211 3.788
Cl -0.830 5.955 3.611
C -0.957 3.200 2.764
O -0.808 1.842 3.269
P -1.914 0.745 2.444
S -0.359 0.653 0.923
C -2.958 -0.300 1.171
C -3.022 -1.842 1.549
O -2.442 -2.643 0.775
Cl -3.903 -2.500 3.014
O -2.827 2.081 1.762
C -2.566 3.296 2.521
Br -3.612 3.459 4.240
P -3.194 4.604 1.262
P -5.327 4.885 1.690
O -5.627 5.820 2.867
O -6.009 5.464 0.230
O -6.139 3.407 2.014
H 1.587 2.346 2.406
H 3.121 3.263 2.778
H 1.934 3.936 1.559
H 1.799 3.788 4.744
H 1.667 5.289 3.707
H -0.603 3.878 4.840
H -0.577 3.399 1.694
H -2.880 0.674 3.505
H -1.328 -0.430 3.038
H 0.691 -0.022 1.564
H -2.419 -0.168 0.165
H -3.997 0.170 1.007
H -2.539 5.863 1.452
H -6.987 5.333 0.285
H -6.684 3.585 2.822
O 3.063 -0.946 -3.194
P 2.509 -2.371 -3.371
N 1.353 -2.156 -2.103
C 0.885 -3.123 -1.124
C 0.298 -1.181 -2.391
N 3.933 -3.110 -2.713
C 3.962 -3.970 -1.543
C 5.171 -2.329 -2.735
N 1.885 -4.003 -3.689
C 2.749 -4.772 -4.623
C 0.558 -3.998 -4.345
H 0.257 -3.913 -1.550
H 0.290 -2.632 -0.347
H 1.692 -3.593 -0.571
H -0.437 -1.572 -3.105
H 0.710 -0.263 -2.817
H -0.238 -0.878 -1.487
H 3.861 -3.397 -0.616
H 4.910 -4.518 -1.490
H 3.199 -4.748 -1.585
H 5.187 -1.581 -1.935
H 5.297 -1.823 -3.693
H 6.049 -2.973 -2.616
H 2.868 -4.247 -5.576
H 2.321 -5.761 -4.818
H 3.743 -4.962 -4.219
H 0.560 -3.375 -5.245
H -0.229 -3.634 -3.685
H 0.253 -5.010 -4.624
*
```

* lowest unoccupied orbital energy: 1.0588 eV
* gap between HOMO and LUMO: 0.229 Eh

Want to see where the charge sits? The Löwdin charges in e are:
1 C -0.133
2 C -0.254
3 C -0.591
4 Cl 0.542
5 C -0.447
6 O -0.396
7 P 0.313
8 S 0.492
9 C -0.330
10 C -0.746
11 O -0.062
12 Cl 0.531
13 O -0.471
14 C -0.949
15 Br 0.649
16 P 0.837
17 P 0.396
18 O -0.440
19 O -0.254
20 O -0.263
21 H 0.046
22 H 0.077
23 H 0.079
24 H 0.109
25 H 0.082
26 H 0.105
27 H 0.122
28 H 0.004
29 H -0.013
30 H -0.129
31 H 0.030
32 H 0.099
33 H -0.099
34 H 0.070
35 H 0.071
36 O -0.312
37 P 0.755
38 N -0.306
39 C -0.122
40 C -0.142
41 N -0.341
42 C -0.153
43 C -0.154
44 N -0.271
45 C -0.144
46 C -0.141
47 H 0.072
48 H 0.075
49 H 0.048
50 H 0.060
51 H 0.071
52 H 0.028
53 H 0.084
54 H 0.074
55 H 0.069
56 H 0.082
57 H 0.067
58 H 0.072
59 H 0.080
60 H 0.078
61 H 0.068
62 H 0.084
63 H 0.060
64 H 0.081

=====

Number 1: E -4441.03786 hartree. Number 2: E -1000.24659 hartree. Number 3: E -6464.05333 hartree.